[1]
DFT (the ωB97M-V functional and the def2-TZVPD basis) results for C4H5NO as an isolated structure in a non-equilibrium geometry.

Summary:
Energy relative to the best compared isomer or geometry (same formula, charge and spin): 4.721 eV
Frontier orbital gap: 0.366 Ha
HOMO: -9.77 eV
LUMO level: 0.0069 Eh

Geometry as XYZ:
```
11
C4H5NO (the ωB97M-V functional and the def2-TZVPD basis)
C -1.297 -0.277 0.044
C 0.167 0.104 0.002
C 1.139 -0.560 0.933
O 1.009 -0.730 -0.868
C 0.404 1.494 -0.386
N 0.554 2.626 -0.624
H -1.780 -0.095 -0.923
H -1.386 -1.335 0.314
H -1.807 0.319 0.810
H 2.038 0.075 1.026
H 0.960 -1.622 -0.329
```

These are the natural (NBO) partial charges, in e, on atoms 1 to 4:
1 C -0.62
2 C 0.04
3 C -0.18
4 O -0.57



[2]
DFT (the ωB97M-V functional and the def2-TZVPD basis) results for C26H43BrN6P2V as an isolated structure in a non-equilibrium geometry.

Summary:
Spin multiplicity: 2
Total charge: +4
Expectation value of S²: 1.015
Frontier orbital gap (spin up / spin down): 0.185 / 0.193 Ha
HOMO (spin up / spin down): -19.96 / -19.90 eV
LUMO level (spin up / spin down): -0.5484 / -0.5384 Eh

Geometry as XYZ:
```
79
C26H43BrN6P2V (the ωB97M-V functional and the def2-TZVPD basis)
N -5.278 -1.489 4.318
C -4.398 -0.636 4.859
C -3.870 0.440 4.143
C -4.282 0.646 2.797
C -5.225 -0.254 2.255
C -5.699 -1.304 3.063
C -3.671 1.657 1.965
V 0.262 1.104 -0.776
P 2.619 0.598 -1.500
C -3.603 1.567 0.595
C -2.377 1.831 -0.160
C -2.058 1.124 -1.361
C -1.113 1.607 -2.305
C -0.328 2.716 -1.920
C -0.415 3.235 -0.616
C -1.346 2.685 0.295
Br 1.142 3.412 -3.168
H -3.145 2.460 2.491
H -4.485 1.259 0.018
H -3.157 1.129 4.616
H -5.564 -0.154 1.222
H -4.103 -0.827 5.897
H -6.436 -2.007 2.654
H -2.708 0.300 -1.663
H -1.446 3.114 1.289
H -1.019 1.175 -3.301
H 0.199 4.085 -0.333
P -0.362 -1.464 -0.492
C 3.180 2.164 -0.681
C 4.154 3.051 -1.445
H 3.619 1.858 0.285
H 2.277 2.748 -0.428
H 4.367 3.932 -0.821
H 5.103 2.543 -1.657
H 3.705 3.415 -2.377
C 2.430 0.392 -3.317
C 3.663 0.642 -4.166
H 1.624 1.079 -3.617
H 2.040 -0.631 -3.461
H 3.331 0.807 -5.199
H 4.225 1.530 -3.844
H 4.325 -0.232 -4.168
C 3.907 -0.617 -1.056
C 5.346 -0.169 -1.324
H 3.677 -1.542 -1.608
H 3.766 -0.836 0.014
H 6.023 -0.994 -1.068
H 5.510 0.086 -2.378
H 5.628 0.696 -0.704
C 0.509 -2.630 0.649
C 1.977 -2.929 0.367
H -0.067 -3.569 0.647
H 0.405 -2.197 1.657
H 2.221 -3.931 0.749
H 2.226 -2.910 -0.701
H 2.629 -2.218 0.892
C -0.239 -2.342 -2.113
C -1.274 -1.877 -3.128
H -0.340 -3.420 -1.906
H 0.782 -2.173 -2.485
H -1.205 -2.513 -4.020
H -2.295 -1.960 -2.741
H -1.105 -0.838 -3.435
C -2.136 -1.801 -0.011
C -2.378 -2.363 1.384
H -2.577 -2.459 -0.776
H -2.660 -0.837 -0.067
H -3.455 -2.519 1.526
H -1.879 -3.326 1.546
H -2.031 -1.643 2.144
N -0.554 -0.749 4.166
N -0.085 0.259 3.347
N 1.240 0.567 3.429
C 1.474 1.076 2.231
N 0.437 0.942 1.382
N -0.576 0.375 2.081
H -1.544 -0.658 4.374
H 0.039 -0.807 4.986
H 2.425 1.521 1.973
```

These are the Mulliken partial charges, in e, on atoms 1 to 4:
1 N -0.38
2 C -0.36
3 C -0.63
4 C 0.64



[3]
DFT (the ωB97M-V functional and the def2-TZVPD basis) results for one molecule with the formula CH3Cl2OPS in a non-equilibrium geometry.

Summary:
Energy relative to the best compared isomer or geometry (same formula, charge and spin): 4.266 eV
Frontier orbital gap: 0.341 Ha
SMILES: O=S(Cl)#[PH]CCl
HOMO: -10.07 eV
LUMO level: -0.0286 Eh

Geometry as XYZ:
```
9
CH3Cl2OPS (the ωB97M-V functional and the def2-TZVPD basis)
C 1.024 -0.648 -0.365
O -2.023 1.653 1.113
P -0.343 0.465 -1.071
S -1.165 0.530 0.914
Cl 2.304 0.370 0.553
Cl -2.437 -1.197 0.237
H 1.739 -1.199 -1.026
H 0.499 -1.453 0.225
H 0.402 1.479 -0.580
```

These are the natural (NBO) partial charges, in e, on atoms 1 to 4:
1 C -0.68
2 O -0.86
3 P 0.44
4 S 1.08



[4]
DFT (the ωB97M-V functional and the def2-TZVPD basis) results for an isolated ion of composition C5H10N and charge +1 in a non-equilibrium geometry.

Summary:
Energy relative to the best compared isomer or geometry (same formula, charge and spin): 1.365 eV
Spin multiplicity: 3
Total charge: +1
Expectation value of S²: 2.008
Frontier orbital gap (spin up / spin down): 0.250 / 0.304 Ha
HOMO (spin up / spin down): -11.01 / -16.43 eV
LUMO level (spin up / spin down): -0.1548 / -0.2993 Eh

Geometry as XYZ:
```
16
C5H10N (the ωB97M-V functional and the def2-TZVPD basis)
C 1.729 0.368 -1.258
C -0.917 0.597 0.755
C -0.552 -0.541 0.101
C -0.193 1.897 0.668
C -0.928 -1.934 0.308
N 0.704 -0.392 -0.881
H 2.428 -0.099 -1.896
H 1.954 1.198 -0.710
H -1.736 0.496 1.415
H -0.411 2.253 -0.378
H 0.929 1.686 0.739
H -0.562 2.568 1.442
H -1.363 -1.986 1.301
H 0.093 -2.575 0.266
H -1.683 -2.413 -0.251
H 0.508 -1.123 -1.621
```

These are the natural (NBO) partial charges, in e, on atoms 1 to 4:
1 C -0.15
2 C 0.00
3 C 0.43
4 C -0.68



[5]
DFT (the ωB97M-V functional and the def2-TZVPD basis) results for one molecule with the formula C2H4N2O2 in a non-equilibrium geometry.

Summary:
Energy relative to the best compared isomer or geometry (same formula, charge and spin): 5.958 eV
Frontier orbital gap: 0.358 Ha
SMILES: O/N=C\C=N\O
HOMO: -9.58 eV
LUMO level: 0.0062 Eh

Geometry as XYZ:
```
10
C2H4N2O2 (the ωB97M-V functional and the def2-TZVPD basis)
C -0.529 0.424 -0.100
C 0.870 0.755 -0.179
H -2.742 0.273 0.427
H -1.187 1.241 0.313
H 1.114 1.831 -0.189
H 2.417 -1.773 0.225
N -1.003 -0.729 -0.259
N 1.927 -0.001 -0.078
O -2.399 -0.675 -0.093
O 1.533 -1.347 -0.068
```

These are the natural (NBO) partial charges, in e, on atoms 1 to 4:
1 C -0.06
2 C -0.04
3 H 0.42
4 H 0.16



[6]
DFT (the ωB97M-V functional and the def2-TZVPD basis) results for C42H31AgBrN5O2S3 as an isolated structure.

Summary:
Energy relative to the best compared isomer or geometry (same formula, charge and spin): 1.333 eV
Total charge: -2
Frontier orbital gap: 0.204 Ha
HOMO: -1.84 eV
LUMO level: 0.1361 Eh

Geometry as XYZ:
```
85
C42H31AgBrN5O2S3 (the ωB97M-V functional and the def2-TZVPD basis)
Ag -1.290 1.803 0.003
S 2.210 1.771 -3.849
C 3.352 1.645 -2.554
C 4.741 1.532 -2.584
C 5.416 1.420 -1.383
C 4.726 1.402 -0.165
C 3.351 1.521 -0.133
C 2.660 1.664 -1.338
N 1.287 1.811 -1.438
C 0.896 1.871 -2.662
C -0.516 1.980 -3.105
C -0.775 2.104 -4.477
C -2.076 2.162 -4.945
C -3.121 2.102 -4.028
C -2.847 1.999 -2.670
C -1.543 1.938 -2.143
H 5.283 1.520 -3.523
H 6.495 1.316 -1.378
H 5.273 1.252 0.758
H 2.788 1.470 0.791
H 0.035 2.142 -5.199
H -2.267 2.245 -6.009
H -4.151 2.141 -4.373
H -3.688 1.978 -1.983
C -5.275 -0.754 0.624
C -4.150 0.049 0.734
N -2.925 -0.395 0.443
C -2.792 -1.626 -0.021
C -3.867 -2.492 -0.231
C -5.126 -2.048 0.147
C -3.654 -3.838 -0.786
C -2.890 -4.211 -1.815
C -2.175 -3.381 -2.803
C -1.234 -3.975 -3.640
C -0.618 -3.154 -4.570
N -0.896 -1.863 -4.687
C -1.812 -1.389 -3.841
N -2.468 -2.087 -2.920
H -6.243 -0.365 0.911
H -4.210 1.082 1.065
H -1.779 -1.948 -0.242
H -5.987 -2.700 0.044
H -4.168 -4.641 -0.262
H -2.791 -5.277 -1.995
H -0.983 -5.023 -3.559
H 0.130 -3.557 -5.247
H -2.046 -0.331 -3.906
S -2.850 3.569 1.630
C -3.722 2.727 2.882
C -5.076 2.983 3.163
C -5.769 2.282 4.139
C -5.149 1.290 4.889
C -3.806 1.020 4.635
C -3.115 1.720 3.662
H -5.581 3.747 2.583
H -6.816 2.515 4.313
H -5.694 0.742 5.649
H -3.285 0.252 5.198
H -2.075 1.495 3.473
O 8.851 -1.261 -0.373
C 8.190 -1.131 0.822
O 8.835 -0.791 1.785
C 6.749 -1.407 0.809
C 5.988 -1.082 1.943
C 4.628 -1.285 1.977
C 3.912 -1.842 0.883
S 2.223 -2.087 0.906
C 4.703 -2.174 -0.247
C 6.060 -1.962 -0.282
H 8.196 -1.449 -1.055
H 6.494 -0.650 2.798
H 4.063 -1.011 2.861
H 4.198 -2.594 -1.108
H 6.573 -2.258 -1.194
Br 1.322 0.361 6.285
C 0.778 0.692 4.498
C 0.220 -0.324 3.752
C -0.158 -0.025 2.451
N -0.032 1.184 1.913
C 0.503 2.152 2.656
C 0.939 1.955 3.956
H 0.094 -1.322 4.145
H -0.592 -0.789 1.821
H 0.558 3.130 2.197
H 1.365 2.768 4.526
```

These are the Mulliken partial charges, in e, on atoms 1 to 4:
1 Ag -0.39
2 S -0.48
3 C 1.07
4 C -0.73



Repeat the sixth record exactly.
DFT (the ωB97M-V functional and the def2-TZVPD basis) results for C42H31AgBrN5O2S3 as an isolated structure.

Summary:
Energy relative to the best compared isomer or geometry (same formula, charge and spin): 1.333 eV
Total charge: -2
Frontier orbital gap: 0.204 Ha
HOMO: -1.84 eV
LUMO level: 0.1361 Eh

Geometry as XYZ:
```
85
C42H31AgBrN5O2S3 (the ωB97M-V functional and the def2-TZVPD basis)
Ag -1.290 1.803 0.003
S 2.210 1.771 -3.849
C 3.352 1.645 -2.554
C 4.741 1.532 -2.584
C 5.416 1.420 -1.383
C 4.726 1.402 -0.165
C 3.351 1.521 -0.133
C 2.660 1.664 -1.338
N 1.287 1.811 -1.438
C 0.896 1.871 -2.662
C -0.516 1.980 -3.105
C -0.775 2.104 -4.477
C -2.076 2.162 -4.945
C -3.121 2.102 -4.028
C -2.847 1.999 -2.670
C -1.543 1.938 -2.143
H 5.283 1.520 -3.523
H 6.495 1.316 -1.378
H 5.273 1.252 0.758
H 2.788 1.470 0.791
H 0.035 2.142 -5.199
H -2.267 2.245 -6.009
H -4.151 2.141 -4.373
H -3.688 1.978 -1.983
C -5.275 -0.754 0.624
C -4.150 0.049 0.734
N -2.925 -0.395 0.443
C -2.792 -1.626 -0.021
C -3.867 -2.492 -0.231
C -5.126 -2.048 0.147
C -3.654 -3.838 -0.786
C -2.890 -4.211 -1.815
C -2.175 -3.381 -2.803
C -1.234 -3.975 -3.640
C -0.618 -3.154 -4.570
N -0.896 -1.863 -4.687
C -1.812 -1.389 -3.841
N -2.468 -2.087 -2.920
H -6.243 -0.365 0.911
H -4.210 1.082 1.065
H -1.779 -1.948 -0.242
H -5.987 -2.700 0.044
H -4.168 -4.641 -0.262
H -2.791 -5.277 -1.995
H -0.983 -5.023 -3.559
H 0.130 -3.557 -5.247
H -2.046 -0.331 -3.906
S -2.850 3.569 1.630
C -3.722 2.727 2.882
C -5.076 2.983 3.163
C -5.769 2.282 4.139
C -5.149 1.290 4.889
C -3.806 1.020 4.635
C -3.115 1.720 3.662
H -5.581 3.747 2.583
H -6.816 2.515 4.313
H -5.694 0.742 5.649
H -3.285 0.252 5.198
H -2.075 1.495 3.473
O 8.851 -1.261 -0.373
C 8.190 -1.131 0.822
O 8.835 -0.791 1.785
C 6.749 -1.407 0.809
C 5.988 -1.082 1.943
C 4.628 -1.285 1.977
C 3.912 -1.842 0.883
S 2.223 -2.087 0.906
C 4.703 -2.174 -0.247
C 6.060 -1.962 -0.282
H 8.196 -1.449 -1.055
H 6.494 -0.650 2.798
H 4.063 -1.011 2.861
H 4.198 -2.594 -1.108
H 6.573 -2.258 -1.194
Br 1.322 0.361 6.285
C 0.778 0.692 4.498
C 0.220 -0.324 3.752
C -0.158 -0.025 2.451
N -0.032 1.184 1.913
C 0.503 2.152 2.656
C 0.939 1.955 3.956
H 0.094 -1.322 4.145
H -0.592 -0.789 1.821
H 0.558 3.130 2.197
H 1.365 2.768 4.526
```

These are the Mulliken partial charges, in e, on atoms 1 to 4:
1 Ag -0.39
2 S -0.48
3 C 1.07
4 C -0.73